No. 1
{"formula": "C10H50O20", "method": "ωB97M-V/def2-TZVPD", "elements": ["O", "H", "H", "O", "H", "H", "O", "H", "H", "O", "H", "H", "O", "H", "H", "O", "H", "H", "O", "H", "H", "O", "H", "H", "O", "H", "H", "O", "H", "H", "C", "C", "O", "O", "H", "H", "H", "H", "H", "H", "C", "C", "O", "O", "H", "H", "H", "H", "H", "H", "C", "C", "O", "O", "H", "H", "H", "H", "H", "H", "C", "C", "O", "O", "H", "H", "H", "H", "H", "H", "C", "C", "O", "O", "H", "H", "H", "H", "H", "H"], "positions_angstrom": [[0.3791, 3.5921, 0.8576], [1.0905, 4.2204, 1.1065], [0.7590, 2.7571, 0.7254], [0.7587, -2.3728, 2.3953], [1.1887, -2.0908, 3.1883], [1.3944, -3.1008, 2.2109], [0.2738, 3.6516, -3.3688], [0.8599, 2.9145, -3.6342], [0.8762, 4.3226, -3.0807], [-2.7014, 1.6719, 2.0127], [-2.3011, 0.8806, 1.6625], [-2.4076, 1.6813, 2.8935], [-2.0153, -1.0218, 3.0048], [-1.3073, -1.5524, 3.3303], [-2.6025, -1.6190, 2.6730], [-3.5348, 1.7841, -1.0616], [-3.3829, 2.6729, -0.6553], [-4.0937, 1.3822, -0.3840], [-2.7391, -1.2684, -1.6348], [-2.1389, -1.4400, -0.9076], [-2.5829, -0.3205, -1.8059], [0.7034, -2.6101, -1.4718], [0.3727, -2.3960, -2.2806], [-0.0206, -3.1342, -1.1171], [-1.3691, 4.9294, -0.6002], [-2.3051, 5.0031, -0.3659], [-0.9503, 4.3808, 0.0450], [3.1361, -2.4304, -0.1455], [2.3060, -2.4185, -0.5197], [3.3316, -1.5226, -0.0905], [-0.1145, 1.0086, -0.8858], [0.1997, -0.0018, 0.2220], [-0.8274, -0.9484, 0.4797], [0.9394, 1.8434, -1.2862], [-0.9253, 1.6614, -0.5773], [-0.4799, 0.7153, -1.9165], [0.4827, 0.6065, 1.1156], [1.0434, -0.5311, -0.2129], [-0.5411, -1.4963, 1.2511], [0.7426, 2.7132, -1.6108], [5.1611, 0.2851, -1.8128], [3.9179, 0.6523, -1.1143], [3.7988, 0.2044, 0.2772], [5.2938, 1.1548, -2.8934], [5.1902, -0.7590, -2.0205], [6.0573, 0.6182, -1.3829], [3.0811, 0.2504, -1.5723], [3.6742, 1.8153, -1.1078], [4.4394, 0.7731, 0.7555], [6.1657, 1.1676, -3.3085], [-2.3302, -5.3860, 2.2115], [-1.9191, -4.0833, 2.9080], [-0.7543, -4.2725, 3.6055], [-3.1767, -5.1570, 1.1257], [-2.7775, -5.8468, 3.0261], [-1.3903, -5.8728, 1.8967], [-2.6598, -3.8172, 3.6637], [-1.7057, -3.3578, 2.1797], [-0.0782, -3.6082, 3.3385], [-3.7752, -5.8965, 1.0876], [1.0140, 0.7828, 3.8162], [2.4651, 0.6246, 3.4187], [3.1574, 0.0917, 4.5147], [0.3994, 1.7930, 3.0832], [0.9910, 1.0609, 4.8877], [0.5749, -0.2173, 3.7555], [2.8431, 1.6175, 3.1768], [2.6946, -0.0023, 2.6301], [3.3045, 0.7855, 5.1855], [-0.5110, 1.9646, 3.3290], [-2.5036, 0.3898, -4.4438], [-1.8598, 1.6170, -5.1434], [-2.8749, 2.5267, -5.4191], [-3.6549, -0.0971, -5.1501], [-2.9129, 0.6641, -3.4825], [-1.6956, -0.3323, -4.4837], [-1.2498, 1.3305, -6.0537], [-1.0817, 2.1128, -4.5250], [-2.8665, 3.2174, -4.7757], [-3.9433, -0.9115, -4.7439]], "mulliken_charge": [-0.60, 0.23, 0.18, -0.67, 0.28, 0.29, -0.69, 0.31, 0.27, -0.59, 0.26, 0.25, -0.56, 0.22, 0.30, -0.53, 0.25, 0.29, -0.71, 0.22, 0.20, -0.67, 0.26, 0.26, -0.63, 0.29, 0.42, -0.70, 0.38, 0.33, -0.93, 2.32, 0.44, -0.38, 0.41, 0.28, -0.82, -0.52, -0.40, 0.28, -0.28, -0.27, -0.48, -0.55, 0.26, 0.33, 0.14, 0.22, 0.31, 0.31, -0.76, 0.84, -0.67, -0.50, 0.39, 0.25, 0.31, -0.67, 0.59, 0.31, 0.28, -0.46, -0.57, -0.46, 0.64, -0.39, 0.33, 0.09, 0.36, 0.16, 0.50, 0.12, -0.55, -0.60, -0.27, 0.25, 0.31, -0.27, 0.32, 0.32], "de_lowest_kj_mol": 533.0, "homo_energy_ev": -9.53, "lumo_energy_ev": 0.047, "orbital_gap_ha": 0.3518}

***

No. 2
{"formula": "C10H56F4I2O28", "method": "ωB97M-V/def2-TZVPD", "elements": ["C", "C", "I", "C", "I", "C", "C", "F", "F", "C", "F", "F", "O", "C", "O", "O", "C", "C", "C", "O", "O", "H", "H", "H", "H", "H", "H", "H", "H", "H", "H", "O", "H", "H", "O", "H", "H", "O", "H", "H", "O", "H", "H", "O", "H", "H", "O", "H", "H", "O", "H", "H", "O", "H", "H", "O", "H", "H", "O", "H", "H", "O", "H", "H", "O", "H", "H", "O", "H", "H", "O", "H", "H", "O", "H", "H", "O", "H", "H", "O", "H", "H", "O", "H", "H", "O", "H", "H", "O", "H", "H", "O", "H", "H", "O", "H", "H", "O", "H", "H"], "positions_angstrom": [[2.5107, 0.6416, -0.7584], [1.2189, 0.1953, -1.4699], [1.4049, -0.3647, -3.5254], [0.3405, -0.6902, -0.5952], [-1.6215, -0.7701, -1.5354], [0.7772, -2.1254, -0.2060], [0.0839, -2.5924, 1.1549], [1.0389, -2.9327, 2.0759], [-0.6776, -3.6848, 0.9676], [-0.8024, -1.5594, 1.8549], [0.0003, -0.5439, 2.2962], [-1.4084, -2.1007, 2.9379], [0.2903, -3.0348, -1.2116], [1.0183, -4.1758, -1.1779], [0.8478, -5.1108, -1.8798], [1.9509, -4.0568, -0.1915], [2.2453, -2.6476, -0.1453], [3.2369, -2.4016, -1.2888], [4.3049, -3.4742, -1.1989], [4.4471, -4.3849, -1.9613], [5.1208, -3.2634, -0.1404], [3.3221, 0.8326, -1.4461], [2.8098, -0.0808, -0.0040], [2.2922, 1.5497, -0.2001], [0.6573, 1.1194, -1.5519], [0.1452, -0.0623, 0.2644], [-1.5663, -1.0989, 1.2319], [2.7669, -2.3969, 0.7689], [3.7738, -1.4650, -1.1894], [2.8180, -2.4843, -2.2852], [5.7053, -4.0353, -0.0933], [2.3916, -0.6412, 4.2505], [1.6594, -0.4835, 4.8666], [2.0838, -1.3530, 3.6810], [3.5076, 2.4814, -4.0207], [3.3835, 3.1927, -3.3793], [4.4374, 2.2515, -3.9237], [-0.0724, 0.7596, 4.9430], [-0.7908, 0.9030, 5.5757], [-0.4012, 0.0593, 4.3704], [4.3452, 3.8734, -1.5139], [4.2094, 4.5858, -0.8820], [5.2637, 3.6087, -1.3961], [-3.0130, 0.5711, 3.4195], [-2.2705, 0.0603, 3.0892], [-3.4621, -0.0399, 4.0194], [2.3056, -0.7281, 7.2230], [2.9784, -0.2239, 6.7535], [2.5935, -1.6408, 7.1239], [0.9439, -2.5308, -5.9258], [1.7693, -2.9686, -6.1587], [0.4501, -3.1898, -5.4257], [-2.1535, -1.8758, -5.9262], [-1.2896, -1.4872, -6.1117], [-2.0708, -2.7868, -6.2243], [-5.2071, 1.1218, 1.3775], [-4.9970, 1.1373, 2.3192], [-6.1698, 1.0284, 1.3319], [-4.1502, -1.8633, 1.7090], [-4.4721, -0.9615, 1.8270], [-4.0082, -2.1981, 2.6043], [4.1143, 0.5985, -6.6142], [3.6419, 1.0949, -7.2914], [3.9582, 1.1045, -5.8083], [-2.2350, 2.2802, 6.5722], [-1.9806, 2.5163, 7.4703], [-2.0638, 3.0745, 6.0560], [-0.5763, 2.2780, 2.1722], [-0.2554, 2.0098, 3.0450], [-1.5433, 2.2282, 2.2296], [-3.1557, 3.6266, 2.0814], [-2.9241, 3.9021, 2.9730], [-3.0449, 4.4198, 1.5414], [5.6945, 0.9131, -0.6859], [6.3478, 0.4786, -1.2438], [6.0973, 0.9371, 0.1927], [-6.4079, 2.6004, -0.9801], [-5.7487, 2.6764, -1.6768], [-5.9476, 2.1566, -0.2558], [-2.7414, 4.8831, -0.7254], [-3.6338, 4.5114, -0.6543], [-2.3170, 4.3318, -1.3892], [-3.5211, -2.3236, 4.6984], [-2.7231, -2.8544, 4.6006], [-4.1002, -2.8474, 5.2618], [-3.5231, -3.4356, -2.9431], [-2.9827, -4.0826, -2.4788], [-2.9727, -3.1348, -3.6764], [5.6395, 0.4811, 2.3985], [4.9592, -0.1944, 2.4903], [5.7462, 0.8371, 3.2854], [2.6150, 2.4921, -9.1113], [2.9444, 3.2246, -9.6406], [2.0341, 2.9035, -8.4629], [-5.2479, 4.7187, -0.9967], [-5.7315, 4.0618, -0.4103], [-5.7738, 5.5232, -0.9581], [-7.0202, -0.5795, -0.1233], [-6.4867, -1.2202, 0.3631], [-6.5196, -0.4208, -0.9304]], "mulliken_charge": [-1.54, -0.54, 0.18, -2.03, 0.17, 3.04, 0.43, -0.35, -0.30, 0.05, -0.05, -0.11, -0.34, 0.49, -0.54, -0.54, -1.21, 0.24, 0.07, -0.57, -0.43, 0.25, 0.43, 0.36, 1.07, 0.51, 0.22, 0.90, -0.01, 0.08, 0.36, -0.61, 0.31, 0.28, -0.59, 0.24, 0.29, -0.72, 0.32, 0.27, -0.57, 0.27, 0.29, -0.54, 0.12, 0.23, -0.63, 0.30, 0.31, -0.58, 0.27, 0.31, -0.61, 0.32, 0.30, -0.73, 0.25, 0.36, -0.58, 0.40, 0.30, -0.64, 0.31, 0.34, -0.61, 0.29, 0.31, -0.58, 0.34, 0.25, -0.54, 0.27, 0.29, -0.51, 0.26, 0.26, -0.75, 0.34, 0.41, -0.65, 0.37, 0.30, -0.56, 0.29, 0.26, -0.61, 0.31, 0.31, -0.60, 0.31, 0.29, -0.63, 0.31, 0.32, -0.64, 0.40, 0.25, -0.64, 0.32, 0.32], "homo_energy_ev": -8.71, "lumo_energy_ev": -0.138, "orbital_gap_ha": 0.3150}

***

No. 3
{"formula": "C10H6Cl2SSi", "method": "ωB97M-V/def2-TZVPD", "elements": ["C", "C", "C", "C", "C", "C", "C", "C", "C", "C", "Si", "S", "Cl", "Cl", "H", "H", "H", "H", "H", "H"], "positions_angstrom": [[2.4974, 1.2789, -0.0301], [1.7893, 2.4676, -0.0056], [1.8423, 0.0565, -0.0176], [0.3988, 2.4532, 0.0301], [0.0359, -2.5263, 0.0358], [-1.0175, -3.3817, 0.0084], [0.4522, 0.0323, 0.0186], [-0.3699, -1.1714, 0.0050], [-0.2425, 1.2450, 0.0440], [-1.7456, -1.0318, -0.0491], [-2.4359, 0.7038, 0.0109], [-2.5290, -2.5685, -0.0717], [-3.4766, 1.2036, 1.6563], [-3.4029, 1.3136, -1.6410], [3.5771, 1.3071, -0.0716], [2.3163, 3.4095, -0.0229], [2.4159, -0.8613, -0.0455], [-0.1578, 3.3791, 0.0372], [1.0598, -2.8533, 0.0829], [-1.0074, -4.4558, 0.0257]], "nbo_charge": [-0.22, -0.19, -0.19, -0.25, -0.26, -0.36, -0.02, -0.06, -0.25, -0.65, 1.38, 0.41, -0.33, -0.33, 0.22, 0.21, 0.21, 0.22, 0.23, 0.23], "homo_energy_ev": [-5.26, -9.14], "lumo_energy_ev": [0.582, -2.756], "orbital_gap_ha": [0.2146, 0.2347], "spin_multiplicity": 3}

***

Calculated total energy for the records above, in order: -52125.626, -95681.050, -54224.463 eV